(1)
Here is a 2-piece molecular cluster, C19H24FNO4S overall from OMol25. Energies are from wB97M-V/def2-TZVPD.

total charge: 0
HOMO energy: -7.32 eV
gap between HOMO and LUMO: 5.6 eV

XYZ file:
```
50
C19H24FNO4S (wB97M-V/def2-TZVPD)
C -1.4185 -4.0203 2.2251
C -1.3714 -3.6829 0.7687
N -1.9415 -2.3810 0.1672
C -1.6486 -1.1343 0.9986
O -1.9225 -0.8387 2.2721
C -0.9030 -0.1673 -0.0954
C -0.1378 1.2747 0.0516
C 0.5823 2.0098 -1.2660
C 1.3579 3.4289 -0.9942
C 0.9603 4.6461 -2.0176
C 3.0030 3.1863 -0.8529
C 3.6698 2.4419 -2.1523
C 5.3063 2.2315 -2.0406
C 0.4625 1.2161 -2.6953
C -0.3029 -0.2515 -2.8897
C -0.3184 -0.9775 -4.3593
C -1.6574 -0.6966 -5.2622
O -2.2539 -1.7745 -5.8265
F -2.2579 0.6219 -5.5692
C -0.9774 -0.9193 -1.5523
C -1.7574 -2.3501 -1.3646
O -2.1073 -3.2823 -2.2691
H -2.4196 -4.4598 2.6547
H -0.4736 -3.7900 2.9115
H -0.8428 -4.4183 0.0225
H -0.0559 1.8086 1.0920
H 1.0180 3.7878 0.0924
H -0.1109 4.4879 -2.5007
H 1.7595 4.8921 -2.8361
H 0.8562 5.6247 -1.3439
H 3.1168 2.4342 0.0602
H 3.5320 4.1779 -0.5246
H 3.3512 3.0888 -3.1034
H 3.2194 1.3443 -2.2833
H 5.6319 1.6961 -3.0529
H 5.9034 3.2247 -1.8672
H 5.4851 1.4488 -1.1812
H 0.9584 1.6672 -3.6766
H -0.0962 -2.1485 -4.3214
H 0.6016 -0.5197 -4.9655
C -3.8552 -2.7675 5.9006
S -2.3015 -2.5991 4.9890
O -1.5862 -3.9154 5.0705
C -1.5102 -1.4767 6.1673
H -4.5004 -3.4641 5.3605
H -3.6613 -3.1574 6.9027
H -4.3490 -1.7951 5.9649
H -1.4591 -1.9452 7.1530
H -2.0791 -0.5458 6.2232
H -0.4986 -1.2613 5.8157
```

(2)
Here is a single C9H12F4O5 molecule from OMol25. Energies are from wB97M-V/def2-TZVPD.

total charge: 0
HOMO energy: -10.57 eV
gap between HOMO and LUMO: 11.1 eV
SMILES: CCOC(=O)CCCOC(=O)OC(F)(F)C(F)F

XYZ file:
```
30
C9H12F4O5 (wB97M-V/def2-TZVPD)
C -1.8352 1.0978 -3.7087
C -3.0658 0.4487 -3.0823
O -3.0319 0.6503 -1.6611
C -3.4611 -0.4260 -0.9398
O -4.5771 -0.8706 -1.0604
C -2.4551 -1.0063 0.0323
C -1.1591 -0.2105 0.1125
C -0.1248 -0.8955 0.9940
O 0.4576 0.0783 1.8852
C 1.5606 -0.4056 2.4744
O 1.6373 -1.4275 3.0964
O 2.5722 0.4868 2.2777
C 3.8547 0.0149 2.4585
F 4.1114 -0.2775 3.7481
F 4.0575 -1.0949 1.7093
C 4.8487 1.0846 1.9809
F 6.0886 0.5862 2.1949
F 4.7032 2.1910 2.7281
H -1.3278 0.4051 -4.3671
H -1.1492 1.3877 -2.9273
H -2.1141 1.9727 -4.2740
H -3.1030 -0.6062 -3.3224
H -3.9592 0.9119 -3.4768
H -2.9562 -1.0314 0.9901
H -2.2708 -2.0209 -0.2948
H -1.3713 0.7816 0.4847
H -0.7636 -0.1194 -0.8879
H 0.6668 -1.2916 0.3695
H -0.5775 -1.7114 1.5429
H 4.7443 1.2976 0.9232
```

(3)
Here is a 2-piece molecular cluster, C3H9NOS overall from OMol25. Energies are from wB97M-V/def2-TZVPD.

total charge: -1
HOMO energy (alpha / beta): -3.09 / -2.66 eV
⟨S²⟩: 0.75
gap between HOMO and LUMO (alpha / beta): 6.3 / 5.9 eV
multiplicity: 2

XYZ file:
```
15
C3H9NOS (wB97M-V/def2-TZVPD)
C -1.1172 -0.5862 0.7479
O -2.0851 -1.0518 -0.1930
C 0.1642 -0.1761 0.0282
C -0.0983 0.7757 -1.1302
S 3.7892 0.0212 -0.6420
N 1.0917 0.3241 1.0210
H -0.8406 -1.3743 1.4504
H -1.5119 0.2665 1.3155
H -2.7890 -1.5135 0.2710
H 0.5886 -1.0900 -0.3996
H -0.4871 1.7375 -0.7856
H 0.8600 0.9702 -1.6316
H -0.7717 0.3357 -1.8678
H 1.1599 1.3433 1.0322
H 2.0474 0.0176 0.7836
```